No. 1
The following is a DFT calculation (ωB97M-V with the def2-TZVPD basis set) of a structure of composition C45H45N7O4PbS5.

XYZ file:
```
107
C45H45N7O4PbS5 | the Open Molecules 2025 dataset | ωB97M-V with the def2-TZVPD basis set
C 0.87104 -3.66664 -1.64042
C 3.40866 -2.43683 0.83757
H -1.15291 -1.29552 -5.29624
H 1.30772 1.41625 -8.08908
C -1.80166 -1.17806 -4.42887
H -4.53885 6.97088 3.45865
H 0.07505 2.07264 -6.04509
N 0.14942 -3.90753 6.36592
O -2.09537 1.89800 4.30956
N 1.38038 2.20219 1.98889
H 1.74319 -4.52272 0.78597
C -1.71759 0.26249 -3.93050
C 4.14506 -1.25611 0.91262
C -1.54801 2.77509 0.03235
H 2.17714 -6.43398 -3.09266
C -0.35548 -2.82962 5.71431
H 3.65484 -3.18213 0.08789
C 1.40722 0.82737 -7.18586
C -0.04870 -1.52510 6.14979
H 2.77202 -0.57492 -8.06305
H 1.25927 -1.90442 3.38529
H 2.62925 0.14369 3.59735
H -1.41927 -4.00292 4.25429
H 1.97209 -4.63346 2.52790
Pb 0.44283 0.04168 0.13881
C 0.16115 -6.25621 -2.38883
C -1.17553 -2.99967 4.58325
C 2.84033 -0.56760 2.80858
H 2.89818 1.47477 -0.73501
C 3.84940 3.91395 -2.88713
H -6.44885 5.81587 4.52598
H -6.88646 3.42714 4.05672
C 1.99051 3.34285 2.25363
N 0.55202 2.58118 -0.70341
C 2.08080 -1.71880 2.69785
H -0.12111 -4.83747 6.10644
H 2.80313 -4.12954 -2.44615
C 1.67487 -0.69133 -4.85972
C 2.66881 4.65007 -2.93318
C -1.39381 -2.23348 -3.39378
H 1.77479 -1.25857 -3.94136
H 0.70172 -3.79426 7.19558
C -5.79828 5.27069 3.85468
H -0.41596 -1.96066 -3.01313
S -1.90554 0.74627 3.46778
C 0.25219 2.04917 2.73086
C 1.38060 4.14536 3.22066
H -3.02845 5.71847 1.93802
O -0.95722 -1.95442 -0.01203
H 0.54440 -3.81464 1.88949
S -1.66629 -3.10750 -0.70820
C 3.87430 -0.32682 1.90819
C -0.77937 -5.43072 -1.78640
H -2.04149 0.95845 -4.71022
C 1.61052 -3.98657 1.72381
N -2.27742 3.63567 0.73184
C -1.37200 -0.62627 4.36889
C -4.71943 5.92351 3.25598
H -0.33742 0.57204 5.82732
C -4.11529 3.87956 2.17882
H 3.01580 -1.91435 -5.99899
C 2.23161 -0.29219 -7.16885
H 4.94942 -1.07598 0.20855
H 4.70843 4.23566 -3.46338
H -2.30002 -2.02987 3.03416
C -6.04201 3.92419 3.59979
H 2.61055 5.53962 -3.54667
C -3.87493 5.23952 2.41134
H -3.40880 2.10829 1.35404
H 4.46872 0.57656 1.98860
O -2.96276 0.37492 2.57893
C -2.36817 -2.36708 -2.22728
C 3.93463 2.76789 -2.10574
C 2.37373 -2.68542 1.73310
S -0.03182 3.44394 3.81748
H 1.72439 5.10761 3.57535
H 1.14607 -2.66811 -1.32207
H -2.71773 -1.39993 -1.85639
C 2.83809 2.35292 -1.37042
C 1.65609 3.09047 -1.41933
H 0.63880 4.79417 -2.22829
H -2.82454 -1.35329 -4.77252
H -5.36457 2.16620 2.56628
C 2.36927 -1.04547 -6.00918
O 0.44342 -0.01231 -2.34217
H -0.10916 -7.26487 -2.67559
C 1.57040 4.24498 -2.19960
C 0.71143 1.19250 -6.04378
H -2.33296 0.43987 -3.04599
C -0.55052 -0.43425 5.48300
C 1.80043 -4.49229 -2.25317
N -0.38285 3.35724 -0.48951
N -3.27939 3.12844 1.37480
C 1.44587 -5.78498 -2.62727
S -1.99636 1.14325 -0.23823
H -1.78726 -5.78964 -1.60226
C -1.66994 -1.90884 3.90709
H 4.85410 2.19785 -2.07486
C 0.84409 0.41587 -4.89884
H 0.57845 -1.38948 7.02249
C -0.41194 -4.14152 -1.42786
H -1.29506 -3.19807 -3.89081
H 2.90055 3.59257 1.72059
S -0.07648 0.88847 -3.45383
C -5.20036 3.21949 2.76720
N -0.52600 1.01341 2.51147
H -3.23585 -2.97875 -2.48259
```

Results
- Max |F|: 0.8 eV Å⁻¹
- Total charge: +2
- Frontier orbital gap (alpha / beta): 0.200 / 0.192 hartree
- ΔE to the lowest compared entry with this formula, charge and spin: 0.0 kcal/mol



No. 2
The following is a DFT calculation (ωB97M-V with the def2-TZVPD basis set) of a cluster of 2 separate species, C4H10O2 in total in a non-equilibrium geometry.

XYZ file:
```
16
C4H10O2 | the Open Molecules 2025 dataset | ωB97M-V with the def2-TZVPD basis set
O 1.51983 -0.62731 0.92618
H -0.02751 1.35932 1.30326
H 2.36984 -2.70494 -0.99464
C -0.41584 1.86655 -0.71073
H 0.73204 -0.37361 -0.99386
H -1.50410 -1.01079 0.90589
H -1.02147 1.55435 -1.55033
H -2.31355 0.51310 1.28857
C 0.74842 -0.18060 0.11318
C -1.65181 0.01516 0.57583
H 0.59354 2.16948 -0.97047
H -0.80072 2.78129 -0.24578
H -2.22734 -0.04335 -0.34412
C -0.36556 0.81920 0.42144
H 1.82443 -2.97106 0.44891
O 2.53980 -3.16679 -0.17336
```

Results
- SMILES: CC(C)C=O.O
- Max |F|: 1.5 eV Å⁻¹
- Total charge: 0
- Frontier orbital gap: 0.393 hartree
- ΔE to the lowest compared entry with this formula, charge and spin: 25.9 kcal/mol



No. 3
The following is a DFT calculation (ωB97M-V with the def2-TZVPD basis set) of a cluster of 2 separate species, C2H8NS in total in a non-equilibrium geometry.

XYZ file:
```
12
C2H8NS | the Open Molecules 2025 dataset | ωB97M-V with the def2-TZVPD basis set
H -0.42059 0.76334 2.86812
H -0.31111 -0.87171 0.31514
C -0.05443 0.31995 -1.56087
C -0.30098 -1.02471 -0.86742
H 0.78955 0.25645 -2.30739
H 0.56430 -1.75544 -1.02749
H -0.91824 0.50029 -2.28235
H -1.30321 -1.36179 -0.96830
N 0.58397 0.53023 2.59597
H 0.53791 -0.38440 2.20401
S 0.07230 1.88703 -0.60845
H 0.76054 1.14077 1.63904
```

Results
- Max |F|: 4.1 eV Å⁻¹
- Total charge: -1
- Frontier orbital gap: 0.252 hartree
- ΔE to the lowest compared entry with this formula, charge and spin: 21.0 kcal/mol



No. 4
The following is a DFT calculation (ωB97M-V with the def2-TZVPD basis set) of a structure of composition C34H50NdP2 in a non-equilibrium geometry.

XYZ file:
```
87
C34H50NdP2 | the Open Molecules 2025 dataset | ωB97M-V with the def2-TZVPD basis set
C -1.26666 1.88472 5.42941
H 3.06586 -1.04783 -1.20736
H 0.13504 -2.74612 -1.87938
H -1.79533 -1.78392 5.14208
H 2.05906 0.77225 -4.44598
H 1.25127 -1.97868 -7.46167
H -2.43766 4.43151 7.33543
H 0.91706 2.39900 -6.14873
C 1.39602 -0.40290 4.62095
C -1.21148 2.30721 1.71015
C 1.82078 -2.14713 2.79258
H -1.56934 -2.93188 -1.38959
C 1.32617 0.51158 -5.22760
C -0.67820 -1.93529 -6.55152
H 3.50662 1.54910 1.92802
C -0.31888 -2.94134 2.44573
H -1.83948 -4.42358 2.43927
C 2.85385 2.02173 1.17586
C -2.08161 4.34680 2.70222
C 3.45285 -0.14322 -0.71218
H -1.88146 4.02294 0.57047
H -0.59391 0.95139 -7.39690
H -0.61910 1.14152 -2.50758
H 0.72440 -0.00826 -2.75033
C 1.02376 -2.99020 1.97428
C -1.65552 -1.12895 -5.74584
H 2.41637 -0.08968 4.37540
C -0.85588 -2.26474 -1.89902
H -0.40177 -2.83327 -5.97728
H -2.34757 -2.91459 1.67614
H 3.66949 -2.27259 1.69895
H 4.22075 -0.44821 0.01461
P 2.10530 0.68780 0.17277
C -1.74601 0.20702 -5.69459
C 0.14695 0.54161 -1.98319
H -1.17179 -2.12517 -2.94372
H 3.81439 -2.53285 3.44034
H 1.37969 -0.66388 5.68424
H -0.97612 1.76944 0.77755
C 1.54530 -3.86127 0.89048
H -1.61174 -0.37548 4.08842
C -1.36545 2.43552 4.12200
H 2.34686 -3.37222 0.32456
C 1.09446 1.49647 -1.18704
H 3.58444 -0.90152 2.80880
C -1.91106 3.79066 4.00593
C -0.36131 -2.07224 3.58693
C 3.28967 -1.94800 2.67126
C -1.00058 1.71712 2.94275
C -0.87794 1.22615 -6.37478
H -1.24608 -4.00586 0.82433
H -2.49483 5.35588 2.60658
C -1.64059 2.58824 6.56535
H -2.42366 -1.72927 -5.24294
H -2.48965 -1.80513 3.52015
C -1.74828 3.62577 1.57783
H -3.04765 -0.80948 -0.10650
H 0.05716 2.12143 -4.64096
H 0.40038 -0.47162 -7.75144
C -2.52520 -0.12986 -0.80395
C 0.98083 -1.56166 3.79072
P -0.78250 -0.71504 -0.96800
H 0.51615 2.32044 -0.72204
H -3.04024 -0.15424 -1.77538
H -1.48861 2.13969 -6.46485
H 3.44751 2.72349 0.57187
H -2.68115 5.49112 5.10021
H 2.06941 2.58193 1.71155
C 0.62229 -1.21453 -6.97691
H 2.23794 -1.35101 -5.52197
H 1.84428 1.94330 -1.86382
H 0.76226 -4.14519 0.18169
C -2.27786 4.47768 5.18881
C 1.43365 -0.66509 -5.83481
Nd -0.03121 -0.39231 1.75996
C -1.49353 -3.59506 1.80778
C 0.38056 1.62728 -5.57087
H 0.74792 0.47794 4.48766
H -1.16971 -2.30816 -7.46647
H 3.91464 0.50746 -1.46992
H 1.96333 -4.78868 1.31184
H -2.57745 0.65493 -5.13594
H -0.89735 0.85914 5.54148
H -2.58507 0.88826 -0.38375
C -2.14720 3.89382 6.44099
H -1.54036 2.11825 7.54316
C -1.62070 -1.48041 4.10526
```

Results
- Max |F|: 2.0 eV Å⁻¹
- Total charge: +1
- ⟨S²⟩: 3.76
- Frontier orbital gap (alpha / beta): 0.269 / 0.274 hartree
- Spin multiplicity: 4